C15H15N2O8ReS2 | wB97M-V/def2-TZVPD

Results
- E_LUMO (spin up / spin down): -0.178 / -0.189 Eh
- E_HOMO (spin up / spin down): -12.4 / -12.1 eV
- ΔE to the lowest compared entry with this formula, charge and spin: 31.34 kcal/mol
- E_tot: -2166.431275 Eh
- Gap between HOMO and LUMO (spin up / spin down): 0.278 / 0.256 hartree
- ⟨S²⟩: 0.76

The geometry in ORCA input format:
```
! wB97M-V def2-TZVPD RIJCOSX def2/J DEFGRID3
* xyz 1 2
Re -2.674 0.613 -0.199
O 2.059 4.034 0.059
C 2.334 2.922 -0.600
O 3.453 2.561 -0.841
C 1.188 2.053 -1.013
C 1.347 0.924 -1.793
N 0.159 0.302 -1.855
N -0.767 0.966 -1.163
C -0.163 2.040 -0.654
C -1.029 2.930 0.168
O -0.641 3.957 0.650
O -2.253 2.418 0.344
H 1.104 4.160 0.240
H 2.225 0.545 -2.289
H -0.084 -0.532 -2.366
O -8.005 -0.706 -1.178
S -7.732 0.150 -2.276
O -7.917 1.550 -2.147
O -7.232 -0.393 -3.488
S -4.591 0.451 -0.915
C 4.228 -0.241 1.376
C 2.842 -0.773 1.175
C 2.604 -1.908 0.406
C 1.324 -2.393 0.187
C 1.141 -3.645 -0.637
C 0.234 -1.666 0.719
C -1.071 -2.042 0.260
O -2.029 -1.272 0.042
C 0.457 -0.569 1.582
C -0.648 0.051 2.392
C 1.754 -0.145 1.789
H 4.975 -0.869 0.896
H 4.462 -0.175 2.439
H 4.305 0.767 0.962
H 3.445 -2.436 -0.027
H 2.111 -4.039 -0.932
H 0.570 -3.477 -1.552
H 0.633 -4.425 -0.067
H -1.243 -3.080 -0.031
H -1.403 -0.671 2.701
H -1.172 0.867 1.880
H -0.240 0.519 3.286
H 1.940 0.678 2.470
*
```